# 1
The following is a DFT calculation (ωB97M-V/def2-TZVPD) of a structure of composition C54H39N6OS3SbSeTa.

Properties
**Energy above the lowest of the compared OMol25 structures with the same formula, charge and spin**: 0.000 eV
**Energy**: -173566.933 eV
**Charge**: 0
**HOMO-LUMO gap (spin up / spin down)**: 0.1857 / 0.2052 hartree
**HOMO level (spin up / spin down)**: -6.52 / -7.06 eV
**Multiplicity**: 2

The geometry in XYZ format:
```
106
Properties=species:S:1:pos:R:3:forces:R:3
Ta -0.02363 -0.43864 0.25678 0.6 -1.7 0.3
Sb 0.98104 3.22739 1.25672 0.3 0.1 0.1
Se 0.12811 0.89056 -3.13163 -0.2 0.2 -0.3
S 2.08438 3.15311 3.21333 0.0 0.0 -0.1
S -1.44933 2.37741 2.10343 -0.1 0.0 -0.2
S 1.76199 1.22308 0.07920 -0.4 0.2 0.3
O -1.34532 1.04242 -0.12614 -0.5 0.6 -0.3
N 2.91249 0.53957 -2.90320 0.2 -0.1 -0.1
N -1.39742 -1.60089 -1.05188 0.0 0.3 0.2
N 2.40055 2.64354 -2.89996 0.1 0.2 -0.2
N -1.59818 -0.92878 1.75196 0.0 0.1 -0.3
N 1.15487 -1.03804 1.99495 0.0 -0.2 -0.1
N 1.37300 -1.84016 -0.74020 0.1 0.3 0.2
C -1.54508 -0.70002 3.10459 -0.1 0.0 -0.1
C 1.64613 3.88081 -2.92768 0.1 -0.1 0.0
C -3.49396 -1.20784 0.18626 -0.2 0.0 0.0
C 5.30670 -2.72617 1.81070 0.0 0.0 -0.1
C -0.20215 1.51786 7.01109 0.0 0.0 0.0
C 3.78036 2.56395 -2.70173 -0.3 0.1 0.0
C 6.37592 1.75877 -2.32005 0.0 0.0 0.0
C 6.94647 -0.98874 0.39906 0.0 0.0 0.0
C -5.73960 -2.23467 0.65517 0.0 0.0 0.0
C 0.11733 -2.51726 -2.75305 -0.2 0.0 -0.2
C -0.00472 -2.91820 -6.51717 0.0 0.0 0.1
C 7.51110 -1.96134 1.21468 0.0 0.0 0.0
C -0.69199 0.62183 7.95222 0.0 -0.1 0.0
C -3.73143 -0.75025 2.62103 0.0 0.0 -0.1
C -0.38340 -0.51595 3.83642 0.0 0.1 0.2
C -1.08348 -0.65160 7.55491 0.0 0.0 0.0
C 0.62769 -4.43788 -4.28742 -0.1 -0.1 0.0
C 1.87636 1.40138 -3.00820 0.3 0.0 0.2
C -2.36407 -2.38318 -2.98757 0.1 0.0 -0.1
C -3.13678 2.56537 -0.10164 -0.1 -0.1 0.0
C 2.52082 -1.22553 1.95364 0.0 0.1 0.0
C 0.87863 -0.66782 3.29016 0.1 -0.1 0.0
C 3.10228 -0.90791 3.22761 0.2 0.0 -0.1
C -7.77317 -1.24329 -0.17050 0.0 0.0 0.0
C -2.87015 -0.58521 3.64423 0.1 0.0 0.1
C -0.49623 -0.12607 5.27329 0.0 0.0 0.0
C -0.98844 -1.02272 6.21992 0.0 0.0 0.0
C -1.13652 -2.15265 -2.28381 -0.1 -0.1 0.0
C 3.44764 -2.52948 -1.45900 0.1 0.0 0.1
C -4.98813 -1.22164 0.06392 0.1 0.1 0.0
C 5.40888 0.78153 -2.51328 0.1 0.0 -0.2
C 6.68772 -2.82899 1.92187 0.0 0.1 0.0
C -2.94594 -0.97658 1.43631 0.1 0.1 0.1
C 6.04618 3.11687 -2.31533 -0.1 0.0 0.0
C 3.25034 -1.63155 0.85281 0.2 0.0 0.2
C -5.64599 -0.22653 -0.65461 0.0 0.0 0.0
C 4.73793 3.54334 -2.50779 0.1 0.1 0.0
C 2.09436 -0.56430 4.04827 -0.1 0.1 0.2
C 5.56620 -0.88893 0.28695 -0.1 0.1 0.1
C -7.03109 -0.23353 -0.76864 0.0 0.0 0.0
C -7.12348 -2.24673 0.53859 0.0 0.0 0.0
C 4.73397 -1.75742 0.98906 0.0 0.0 0.1
C 4.10729 1.21442 -2.69850 -0.2 -0.2 0.0
C -0.09917 1.14678 5.67595 0.0 0.1 0.0
C 2.69730 -1.95321 -0.38304 0.0 -0.1 -0.3
C 0.40282 -4.23689 -6.67458 0.0 0.0 0.0
C 2.57125 -2.79037 -2.45959 -0.1 0.0 -0.1
C -1.96173 1.90750 0.54448 0.1 0.3 0.2
C -0.10099 -2.36048 -5.24781 0.1 0.0 0.0
C 0.22026 -3.11557 -4.11949 -0.1 0.0 0.0
C -2.76548 -1.51837 -0.96066 0.1 -0.1 -0.2
C 0.71526 -4.99685 -5.55533 0.0 0.0 0.0
C 1.27524 -2.37724 -2.00708 0.2 -0.1 0.0
C -3.36857 -1.98101 -2.17730 -0.1 0.0 0.1
H 2.04576 4.53987 -3.69720 0.0 0.0 0.0
H 7.58202 -0.29755 -0.14214 0.0 0.0 0.0
H 2.77004 -0.45981 -2.86555 0.0 0.0 0.0
H 7.12099 -3.58579 2.56424 0.0 0.0 0.0
H -0.40398 -1.32752 -5.12129 0.0 0.0 0.0
H 0.29953 1.84265 4.94023 0.0 -0.1 0.1
H -3.10005 3.63511 0.08248 0.0 0.1 0.0
H -5.06435 0.55679 -1.12878 0.0 0.0 0.0
H -4.05141 2.18152 0.35769 0.0 0.0 0.0
H -1.45831 -1.35979 8.28414 0.0 0.0 0.0
H -0.76369 0.91103 8.99364 0.0 0.0 0.0
H -4.80872 -0.71358 2.65667 0.1 0.0 0.0
H -7.53038 0.55164 -1.32451 0.0 0.0 0.0
H -0.24366 -2.31500 -7.38565 0.0 0.0 0.0
H -7.69554 -3.04295 1.00058 0.0 0.0 0.0
H -3.09943 -0.37940 4.67791 0.0 0.0 -0.1
H 8.58839 -2.03920 1.30464 -0.1 0.0 0.0
H 6.82464 3.85091 -2.15297 0.0 0.0 0.0
H -5.22992 -3.01798 1.20534 0.0 0.0 0.0
H -2.44467 -2.82374 -3.96978 0.0 0.0 0.1
H 1.02309 -6.02950 -5.66690 0.0 0.0 0.0
H 4.66158 -3.40604 2.35691 0.0 0.0 0.0
H 0.10265 2.51368 7.31198 0.0 -0.1 0.0
H -4.42981 -2.03316 -2.36660 0.1 0.0 0.0
H 2.78442 -3.24278 -3.41571 0.0 0.0 0.1
H 2.15151 -0.25484 5.08080 0.0 -0.1 -0.1
H 5.11997 -0.11088 -0.32587 0.0 -0.1 0.2
H 4.47894 4.59433 -2.49595 0.0 0.0 0.0
H 4.15810 -0.92565 3.44751 -0.1 0.0 0.0
H 0.47577 -4.67054 -7.66494 0.0 0.0 0.0
H -3.15470 2.35469 -1.17131 0.0 0.0 0.0
H 0.61299 3.63865 -3.15047 -0.1 0.0 0.0
H -1.29205 -2.01622 5.90583 0.0 0.0 0.0
H 0.86083 -5.03642 -3.41300 0.0 0.0 0.0
H -8.85342 -1.25015 -0.25739 0.1 0.0 0.0
H 5.66146 -0.27363 -2.51913 0.0 0.1 0.0
H 1.70194 4.37408 -1.95831 0.0 0.0 0.1
H 7.40630 1.46277 -2.16613 0.0 0.0 0.0
H 4.50414 -2.75134 -1.43601 -0.1 0.0 0.0
```
Positions in Å, forces in eV/Å.

These are the Löwdin partial charges, in e, on atoms 1 to 5:
1 Ta 1.5032
2 Sb 0.4124
3 Se 0.7033
4 S -0.2589
5 S 0.5763

# 2
The following is a DFT calculation (ωB97M-V/def2-TZVPD) of a structure of composition C31H24GeN4O4PdS3.

Properties
**Energy above the lowest of the compared OMol25 structures with the same formula, charge and spin**: 2.549 eV
**Energy**: -139187.195 eV
**Charge**: -2
**HOMO-LUMO gap**: 0.2045 hartree
**HOMO level**: -1.84 eV
**Multiplicity**: 1

The geometry in XYZ format:
```
68
Properties=species:S:1:pos:R:3:forces:R:3
Pd -1.54543 -3.90462 -0.19740 0.1 -0.1 0.0
Ge 1.06168 -2.04577 0.08727 0.0 -0.3 -0.2
S -3.62138 -3.87477 -1.94852 0.0 -0.1 -0.2
S -3.41839 -5.74335 -2.63392 -0.1 0.4 0.0
S -2.12195 -4.34720 2.76583 0.2 -0.2 -0.1
O -1.86890 -4.93961 4.09334 -0.1 0.1 0.0
O -2.25282 -3.15524 -2.06338 -0.2 -0.3 0.1
O -3.84865 -3.89080 -0.46783 0.2 -0.1 -0.1
O -4.62094 -3.10099 -2.66396 0.1 0.0 0.0
N -1.55421 4.01496 0.69228 0.0 0.1 -0.1
N -2.54188 -1.02069 1.02420 -0.2 0.3 0.1
N -1.14134 -4.69167 1.70287 -0.2 0.3 -0.2
N -1.83668 3.41170 -1.43728 -0.1 0.1 0.0
C 0.78940 -2.32247 2.95371 0.0 0.1 0.0
C 5.71730 -3.14413 -0.03006 0.0 0.0 0.0
C -0.91873 6.40107 0.18661 0.0 0.0 0.1
C 0.96077 -0.02513 2.31103 0.0 -0.1 0.0
C -1.25475 5.62359 -2.52669 0.0 0.0 0.0
C 0.18273 -3.75701 -0.64644 0.3 0.3 0.4
C 0.19684 1.22106 -3.29165 0.0 0.0 -0.1
C -0.87456 6.90963 -2.18937 0.0 0.0 0.1
C -2.47079 0.67167 -0.66016 0.0 0.0 -0.1
C 0.92091 1.59845 -2.16974 0.1 0.0 0.1
C -1.30111 5.09844 -0.13000 0.0 0.0 -0.1
C 0.88088 0.35510 3.64543 0.0 0.0 -0.1
C 1.19459 0.66420 -1.17697 0.0 0.0 -0.1
C -2.65457 -0.64299 -0.24894 0.0 0.1 0.1
C -1.86312 3.03724 -0.12147 -0.1 -0.3 0.1
C 0.74594 -0.65563 -1.27492 0.0 0.0 0.1
C -2.30265 -0.06804 1.92609 0.1 -0.1 -0.1
C -0.71082 7.29243 -0.84791 0.0 0.0 -0.1
C -0.24785 -0.08866 -3.41247 0.0 0.0 0.0
C 3.97056 -1.51822 -0.32841 0.0 0.0 0.0
C -2.17547 1.65066 0.27603 0.0 0.1 0.0
C -2.12337 1.26977 1.61213 0.1 0.1 0.0
C 4.76153 -4.09533 0.30111 0.0 0.0 0.0
C 0.69459 -1.94728 4.28759 0.0 -0.1 0.0
C 3.41536 -3.75407 0.31414 0.0 0.0 0.0
C 0.91262 -1.36896 1.94039 -0.1 0.0 0.0
C -1.46786 4.73496 -1.47816 0.0 0.0 0.0
C 2.99858 -2.45777 0.00817 0.0 -0.1 -0.1
C 5.31934 -1.85313 -0.34763 0.0 0.0 0.0
C 0.02405 -1.01816 -2.41495 -0.1 0.1 0.0
C 0.73942 -0.60503 4.63597 0.0 0.0 0.0
H 0.91001 1.40762 3.90508 0.0 0.0 0.0
H -0.40986 8.30805 -0.62212 0.0 0.0 0.0
H -2.20359 -0.40070 2.95407 0.0 0.0 0.0
H -0.01022 1.94700 -4.07214 0.0 0.0 0.0
H 6.76816 -3.40981 -0.04704 0.0 0.0 0.0
H -0.78422 6.69478 1.21968 0.0 0.0 0.0
H -2.85918 -1.41906 -0.97463 0.0 0.0 0.0
H 0.73941 -3.37325 2.69706 -0.1 0.0 0.0
H 2.67475 -4.51050 0.55267 0.0 0.0 0.0
H -1.89039 2.00272 2.37292 0.0 0.0 0.0
H -0.37571 -2.01769 -2.52953 0.0 -0.1 0.1
H -1.97908 2.79492 -2.21718 0.1 0.0 0.0
H 3.67094 -0.50829 -0.58721 0.0 0.0 0.0
H 0.65734 -0.30502 5.67450 0.0 0.0 0.0
H 1.27074 2.61953 -2.06100 0.0 0.0 0.0
H 6.06007 -1.10747 -0.61463 0.0 0.0 0.0
H -2.52258 0.88370 -1.72082 0.0 0.0 0.0
H -0.82337 -0.39943 -4.27627 0.0 0.0 0.0
H 5.06495 -5.10774 0.54171 0.0 0.0 0.0
H 1.03026 0.74953 1.55929 0.0 0.0 0.0
H -1.37773 5.32724 -3.56063 0.0 0.0 0.0
H 0.56668 -2.71067 5.04517 0.0 0.0 0.0
H 1.77119 0.98468 -0.31843 0.0 0.0 0.0
H -0.69743 7.63169 -2.97648 0.0 0.0 0.0
```
Positions in Å, forces in eV/Å.

These are the Löwdin partial charges, in e, on atoms 1 to 5:
1 Pd 0.7325
2 Ge 0.8945
3 S -0.0484
4 S 0.0483
5 S 0.6171

# 3
The following is a DFT calculation (ωB97M-V/def2-TZVPD) of the ion C3H8NO with charge -1.

Properties
**Energy above the lowest of the compared OMol25 structures with the same formula, charge and spin**: 0.454 eV
**Energy**: -6777.538 eV
**Charge**: -1
**HOMO-LUMO gap**: 0.2565 hartree
**HOMO level**: -2.38 eV
**SMILES string**: CNCC[O-]
**Multiplicity**: 1

The geometry in XYZ format:
```
13
Properties=species:S:1:pos:R:3:forces:R:3
O 1.96369 -0.39177 0.22492 0.2 -0.1 0.3
N -0.81426 -0.77531 0.36266 0.5 -0.1 -0.5
C 1.24506 0.19670 -0.72401 -0.3 -0.1 -0.6
C -0.92007 0.38919 1.23311 -1.0 -0.2 -0.2
C -0.16158 -0.44394 -0.92473 -0.2 0.4 0.4
H -0.01475 0.96197 1.41641 0.3 -0.1 0.0
H 1.03388 1.29693 -0.59067 0.1 0.1 0.2
H 1.69270 0.17378 -1.75890 0.1 0.0 -0.1
H -0.10617 -1.39283 0.75435 0.0 0.1 0.4
H -1.36525 0.06128 2.17291 0.2 0.0 0.3
H -1.68297 1.04604 0.79497 0.2 0.2 0.0
H -0.79627 0.26045 -1.48573 -0.1 -0.2 -0.1
H -0.07402 -1.38250 -1.47528 0.0 -0.1 -0.1
```
Positions in Å, forces in eV/Å.

These are the Löwdin partial charges, in e, on atoms 1 to 5:
1 O -0.3451
2 N -0.1532
3 C -0.5912
4 C -0.1853
5 C -0.2734